Below is a structure of composition C59H40B3FI2NO12P in a non-equilibrium geometry, with properties calculated with the ωB97M-V functional and the def2-TZVPD basis.

Properties
Total charge: 0
Largest force on an atom, eV/A: 2.9
LUMO level, eV: -1.09
Total energy, eV: -118140.367
Orbital gap, eV: 7.605
2S+1: 1
HOMO energy, eV: -8.69

Positions of all 119 atoms, in Å:
C 0.76 -4.61 -7.81
C 1.75 -3.44 -8.03
I 1.82 -2.36 -6.11
C 3.19 -3.92 -8.34
I 4.70 -2.36 -8.18
B 3.40 -4.51 -9.79
O 3.16 -3.83 -10.98
B 4.20 -4.00 -11.89
F 4.36 -3.14 -12.87
O 5.08 -5.07 -11.83
B 5.17 -5.57 -10.52
P 6.82 -5.85 -9.56
N 7.89 -4.60 -10.18
O 7.50 -7.31 -9.99
O 3.93 -5.81 -9.91
H -0.19 -4.38 -8.30
H 1.16 -5.57 -8.17
H 0.53 -4.73 -6.75
H 1.39 -2.71 -8.76
H 3.50 -4.69 -7.62
H 7.51 -3.74 -9.76
H 7.66 -4.51 -11.18
H 7.96 -7.61 -9.20
C 2.67 -10.41 -1.21
C 2.21 -9.09 -1.26
C 2.19 -8.41 -2.46
C 2.64 -9.03 -3.62
C 3.12 -10.34 -3.57
C 3.13 -11.03 -2.36
C 3.64 -11.01 -4.79
O 4.06 -12.15 -4.75
C 3.66 -10.24 -6.07
C 4.19 -10.82 -7.22
C 4.19 -10.11 -8.41
C 3.65 -8.83 -8.46
C 3.12 -8.26 -7.33
C 3.13 -8.95 -6.12
C 2.59 -8.29 -4.91
O 2.12 -7.18 -4.98
H 2.68 -10.94 -0.27
H 1.87 -8.61 -0.35
H 1.83 -7.39 -2.50
H 3.49 -12.05 -2.32
H 4.61 -11.82 -7.18
H 4.61 -10.56 -9.30
H 3.64 -8.28 -9.40
H 2.71 -7.26 -7.37
C -4.75 0.88 -0.51
C -4.29 2.01 0.16
C -2.95 2.33 0.13
C -2.05 1.52 -0.56
C -2.51 0.37 -1.21
C -3.87 0.06 -1.19
C -1.56 -0.53 -1.91
O -1.96 -1.52 -2.49
C -0.11 -0.20 -1.89
C 0.79 -1.06 -2.50
C 2.15 -0.76 -2.49
C 2.60 0.42 -1.90
C 1.70 1.28 -1.29
C 0.34 0.97 -1.28
C -0.61 1.89 -0.59
O -0.22 2.91 -0.07
H -5.81 0.63 -0.49
H -4.99 2.63 0.71
H -2.59 3.21 0.65
H -4.23 -0.82 -1.71
H 0.45 -1.97 -2.96
H 2.85 -1.43 -2.96
H 3.65 0.66 -1.91
H 2.05 2.19 -0.83
C -5.44 3.39 9.36
C -5.80 2.07 9.08
C -5.18 1.38 8.06
C -4.19 2.00 7.31
C -3.84 3.33 7.57
C -4.46 4.01 8.61
C -2.82 4.02 6.74
O -2.51 5.17 6.98
C -2.18 3.28 5.62
C -1.27 3.93 4.80
C -0.66 3.25 3.76
C -0.96 1.91 3.54
C -1.88 1.25 4.35
C -2.50 1.94 5.38
C -3.51 1.24 6.22
O -3.77 0.07 6.03
H -5.92 3.92 10.17
H -6.58 1.59 9.66
H -5.46 0.36 7.85
H -4.18 5.03 8.83
H -1.03 4.97 4.97
H 0.04 3.75 3.12
H -0.49 1.37 2.73
H -2.12 0.21 4.17
C -5.54 8.43 7.46
C -4.45 7.57 7.34
C -3.18 8.01 7.70
C -3.00 9.30 8.16
C -4.09 10.17 8.26
C -5.36 9.72 7.92
C -3.91 11.57 8.71
O -4.86 12.33 8.80
C -2.54 12.04 9.04
C -2.34 13.37 9.41
C -1.07 13.81 9.73
C 0.01 12.94 9.70
C -0.18 11.62 9.33
C -1.45 11.17 8.99
C -1.64 9.75 8.56
O -0.70 8.99 8.52
H -6.53 8.08 7.19
H -4.59 6.56 6.97
H -2.34 7.34 7.60
H -6.21 10.39 8.01
H -3.18 14.05 9.44
H -0.91 14.85 10.02
H 1.00 13.28 9.96
H 0.66 10.93 9.29

Here are the Mulliken charges for atoms 1 to 8, given in e: -1.080 -0.066 0.076 -0.835 0.086 0.099 -0.527 0.553